Formula: C5H13NO
Source: the OMol25 dataset
Level of theory: the ωB97M-V functional and the def2-TZVPD basis

Geometry as XYZ:
```
20
Properties=species:S:1:pos:R:3:forces:R:3
C 0.797 -0.661 -1.173 -0.72 0.00 0.36
N 0.196 -0.302 0.107 0.99 -0.10 0.18
C 0.987 -0.878 1.204 -0.32 0.01 -0.14
C 0.505 -0.105 2.413 -0.03 -0.13 -0.19
C 0.314 1.313 1.865 -0.39 0.35 -0.03
C 0.313 1.140 0.351 -0.25 -0.26 -0.41
H 0.837 -1.745 -1.239 0.07 -0.08 -0.16
H 0.143 -0.287 -1.961 0.23 0.03 -0.25
H 1.809 -0.242 -1.277 -0.03 -0.03 -0.12
H 0.794 -1.944 1.289 0.13 -0.15 -0.06
H 2.064 -0.706 1.044 0.07 -0.07 -0.05
H -0.489 -0.495 2.650 0.27 -0.04 0.44
H 1.209 -0.192 3.240 -0.30 0.06 0.14
H 1.071 2.037 2.138 0.28 -0.06 0.28
H -0.637 1.717 2.204 -0.06 0.09 0.07
H 1.251 1.504 -0.085 0.15 0.15 0.01
H -0.507 1.649 -0.146 -0.09 0.23 -0.08
O -2.701 -0.257 -3.706 0.08 -0.28 -0.32
H -2.421 -0.955 -4.318 -0.10 0.31 0.29
H -1.982 -0.175 -3.073 0.01 -0.04 0.04
```
Positions in Å, forces in eV/Å.

Values from the calculation:
E_HOMO (eV): -8.9
Lowest unoccupied orbital energy (eV): 0.9
Structure (SMILES): CN1CCCC1.O
Maximum force (eV/Å): 1.01
M (g/mol): 103.2

Results of the Mulliken charge analysis, in e, for atoms 1 through 8: -0.97 -0.19 -0.65 -0.53 -0.54 -0.60 0.35 0.15